Entry 1:
{"formula": "C55H37N5PtSe2", "method": "ωB97M-V with the def2-TZVPD basis set", "elements": ["Pt", "C", "C", "C", "C", "C", "C", "C", "C", "C", "C", "C", "C", "C", "C", "C", "C", "C", "C", "C", "N", "C", "C", "C", "C", "C", "C", "C", "C", "C", "C", "C", "C", "N", "C", "C", "C", "C", "C", "N", "C", "C", "C", "C", "C", "C", "C", "C", "N", "H", "H", "H", "H", "H", "H", "H", "H", "H", "H", "H", "H", "H", "H", "H", "H", "H", "H", "H", "H", "H", "H", "H", "H", "H", "H", "H", "H", "Se", "C", "C", "C", "N", "C", "C", "H", "H", "H", "H", "Se", "C", "C", "C", "C", "C", "C", "H", "H", "H", "H", "H"], "xyz": [[0.98357, 0.98557, 0.06445], [1.52869, 7.07922, 3.98393], [1.92151, 5.87354, 4.54494], [1.46520, 4.67362, 4.02458], [0.58651, 4.64016, 2.93421], [0.21788, 5.86750, 2.36971], [0.68029, 7.06601, 2.88760], [0.18751, 3.35201, 2.31104], [0.63192, 2.12055, 2.82023], [0.65724, 1.70423, 4.20607], [1.11875, 0.43709, 4.23720], [1.43271, 0.05708, 2.87525], [2.20386, -1.02611, 2.48885], [2.49341, -2.06455, 3.51966], [1.42533, -2.73055, 4.11984], [1.64571, -3.67184, 5.11539], [2.93954, -3.96705, 5.52055], [4.00912, -3.30883, 4.92991], [3.78788, -2.36299, 3.93958], [2.72906, -1.18642, 1.19134], [2.31009, -0.50654, 0.09571], [2.98600, -0.98762, -0.99709], [2.67013, -0.71367, -2.32438], [3.41042, -1.44083, -3.39561], [4.04544, -0.73173, -4.41384], [4.75670, -1.39437, -5.40238], [4.83977, -2.77980, -5.39148], [4.19659, -3.49657, -4.39279], [3.48241, -2.83204, -3.40633], [1.60473, 0.09860, -2.73574], [1.08828, 0.18881, -4.07467], [-0.01420, 0.97445, -4.02889], [-0.19491, 1.37957, -2.66237], [0.80901, 0.84251, -1.91418], [-1.20679, 2.23549, -2.19249], [-1.25540, 2.75344, -0.90860], [-2.20595, 3.70110, -0.38253], [-1.77421, 4.06804, 0.84612], [-0.57288, 3.31728, 1.11878], [-0.31052, 2.51335, 0.06011], [-2.29136, 2.61057, -3.14301], [-2.59578, 3.94051, -3.42271], [-3.65689, 4.26214, -4.25718], [-4.42388, 3.25789, -4.83027], [-4.11521, 1.92856, -4.57588], [-3.05740, 1.60778, -3.73897], [3.95970, -1.94312, -0.53560], [3.76821, -2.10301, 0.79429], [1.08011, 1.09524, 2.05138], [1.89817, 8.01539, 4.38167], [2.60450, 5.86253, 5.38471], [1.83059, 3.74999, 4.44694], [-0.40763, 5.88878, 1.49089], [0.38612, 7.99651, 2.41904], [0.30112, 2.29370, 5.03512], [1.26052, -0.18529, 5.10513], [0.41657, -2.50647, 3.79248], [0.80343, -4.17149, 5.57701], [3.11245, -4.70039, 6.29761], [5.02133, -3.52679, 5.24608], [4.62520, -1.82372, 3.51498], [3.99823, 0.35034, -4.41292], [5.24980, -0.82754, -6.18160], [5.39460, -3.29786, -6.16299], [4.24526, -4.57787, -4.38136], [2.95633, -3.39605, -2.64648], [1.49427, -0.31429, -4.93537], [-0.65126, 1.25339, -4.85107], [-3.09962, 4.03868, -0.88068], [-2.25917, 4.73109, 1.54381], [-1.98229, 4.72580, -2.99875], [-3.88756, 5.30098, -4.45592], [-5.26046, 3.51041, -5.46884], [-4.70519, 1.13807, -5.02179], [-2.83042, 0.57128, -3.51878], [4.69771, -2.43215, -1.14805], [4.30016, -2.77218, 1.44750], [-2.13731, -0.41959, 0.12067], [-4.01196, -0.64795, -0.09037], [-4.69320, -1.84511, 0.08691], [-6.07131, -1.84456, -0.05813], [-6.78890, -0.76259, -0.35762], [-6.11627, 0.37358, -0.53184], [-4.73964, 0.48827, -0.41915], [-4.16708, -2.75545, 0.34013], [-6.63252, -2.76235, 0.08203], [-6.71053, 1.24698, -0.77857], [-4.24884, 1.44212, -0.57552], [-0.75251, -2.28569, -0.24512], [-1.53003, -3.99521, 0.10195], [-0.79923, -4.84225, 0.92847], [-1.22966, -6.14901, 1.12183], [-2.39304, -6.59789, 0.51535], [-3.14244, -5.73394, -0.27388], [-2.71402, -4.43218, -0.48311], [0.10411, -4.48408, 1.40792], [-0.65361, -6.81318, 1.75351], [-2.71676, -7.62095, 0.65666], [-4.05787, -6.07869, -0.73745], [-3.28808, -3.75934, -1.10682]], "relative_energy_kj_mol": 0.0, "spin_multiplicity": 1}


Entry 2:
{"formula": "C55H39MnN11S", "method": "ωB97M-V with the def2-TZVPD basis set", "elements": ["Mn", "C", "C", "C", "C", "C", "C", "C", "C", "C", "C", "C", "C", "C", "C", "C", "C", "C", "C", "C", "N", "C", "C", "C", "C", "C", "C", "C", "C", "C", "C", "C", "C", "N", "C", "C", "C", "C", "C", "N", "C", "C", "C", "C", "C", "C", "C", "C", "N", "H", "H", "H", "H", "H", "H", "H", "H", "H", "H", "H", "H", "H", "H", "H", "H", "H", "H", "H", "H", "H", "H", "H", "H", "H", "H", "H", "H", "S", "C", "C", "C", "N", "C", "C", "C", "C", "C", "N", "C", "C", "H", "H", "H", "H", "H", "H", "H", "H", "N", "N", "N", "C", "N", "N", "H", "H", "H"], "xyz": [[0.39132, 0.44678, -0.61944], [-0.30858, 0.65188, -7.83374], [-0.12038, -0.65622, -7.41614], [-0.24298, -0.99282, -6.08394], [-0.56768, -0.03702, -5.10804], [-0.76498, 1.28228, -5.56174], [-0.63098, 1.61698, -6.89074], [-0.61278, -0.27512, -3.68394], [0.12792, -1.30132, -3.00804], [0.47222, -2.60852, -3.39964], [1.00812, -3.24802, -2.29374], [1.02162, -2.31662, -1.24524], [1.55032, -2.43022, 0.09686], [1.24832, -3.54332, 0.93366], [0.45942, -4.62742, 0.48636], [0.10892, -5.65292, 1.33296], [0.49772, -5.64022, 2.66556], [1.22822, -4.56012, 3.14216], [1.59712, -3.53472, 2.30336], [2.33782, -1.31102, 0.57926], [1.93312, -0.02992, 0.39486], [2.88002, 0.81108, 0.93056], [2.60082, 2.19738, 1.11056], [3.64662, 3.19798, 1.29506], [4.76322, 3.05598, 2.12156], [5.75512, 4.01788, 2.14276], [5.66112, 5.14728, 1.34776], [4.54472, 5.32088, 0.54466], [3.55152, 4.36488, 0.52296], [1.25272, 2.65998, 1.07946], [0.69882, 3.74428, 1.81676], [-0.66538, 3.68508, 1.66396], [-0.93938, 2.61528, 0.77056], [0.24112, 2.00288, 0.45046], [-2.16608, 2.33598, 0.12716], [-2.22138, 1.66948, -1.11584], [-3.25948, 1.64618, -2.08054], [-2.75548, 1.01888, -3.19724], [-1.44118, 0.58978, -2.88444], [-1.14138, 0.98408, -1.62264], [-3.39748, 2.81378, 0.76976], [-3.69588, 2.34218, 2.04956], [-4.86138, 2.72288, 2.68616], [-5.73968, 3.59588, 2.06236], [-5.44588, 4.07948, 0.79876], [-4.28608, 3.69068, 0.15536], [3.95852, 0.01768, 1.38536], [3.59822, -1.30682, 1.20046], [0.49752, -1.14452, -1.69574], [-0.19538, 0.91998, -8.87374], [0.12722, -1.41982, -8.14154], [-0.11138, -2.02232, -5.80964], [-0.99848, 2.05318, -4.84234], [-0.76668, 2.64438, -7.19704], [0.30752, -3.07602, -4.34584], [1.40952, -4.24192, -2.27144], [0.11002, -4.64282, -0.53324], [-0.48808, -6.47042, 0.95626], [0.21262, -6.44532, 3.32426], [1.50052, -4.51932, 4.18696], [2.14542, -2.69292, 2.69756], [4.83972, 2.20148, 2.77356], [6.61762, 3.88378, 2.77876], [6.44782, 5.88548, 1.35086], [4.45422, 6.20008, -0.07754], [2.69732, 4.48778, -0.12944], [1.25582, 4.45188, 2.39996], [-1.40428, 4.33548, 2.09186], [-4.24428, 2.05468, -1.96524], [-3.27068, 0.82598, -4.11814], [-3.01758, 1.65098, 2.53266], [-5.08838, 2.33128, 3.66926], [-6.64808, 3.89948, 2.56236], [-6.12458, 4.75998, 0.30526], [-4.04798, 4.08658, -0.81994], [4.88792, 0.35258, 1.79886], [4.17282, -2.17632, 1.45426], [-3.68208, -2.41632, 3.69866], [-2.47288, -1.77872, 2.56406], [-2.75788, -1.78062, 1.20176], [-1.87678, -1.18712, 0.32736], [-0.75198, -0.55922, 0.71536], [-0.48258, -0.57592, 2.03436], [-1.28788, -1.17642, 2.97586], [-2.84428, -3.86932, 4.34616], [-1.81668, -3.79812, 5.27086], [-1.32128, -4.99312, 5.77446], [-1.77798, -6.18132, 5.42426], [-2.75178, -6.23572, 4.53356], [-3.32258, -5.11062, 3.95836], [-3.66568, -2.23712, 0.84016], [-2.09058, -1.20782, -0.73254], [0.42202, -0.07482, 2.35426], [-1.00838, -1.15252, 4.01696], [-1.42968, -2.85362, 5.61636], [-0.53968, -4.99372, 6.52236], [-3.10478, -7.22432, 4.27136], [-4.12238, -5.18752, 3.23836], [4.20782, 1.30808, -4.03834], [3.12712, 1.62358, -3.28674], [2.43942, 2.72748, -3.44304], [1.44512, 2.56928, -2.59274], [1.53742, 1.39268, -1.94744], [2.62342, 0.80548, -2.39744], [4.91632, 2.03508, -4.04104], [4.57172, 0.40988, -3.74514], [0.66912, 3.29538, -2.44444]], "spin_multiplicity": 6, "e_tot_ha": -4270.73686}